# 1
Entry from the Open Molecules 2025 dataset: a cluster of 2 separate species, C7H9BrN2 in total (the ωB97M-V functional and the def2-TZVPD basis).

Computed properties:
Orbital gap (alpha / beta) = 7.8 / 7.6 eV
Spin multiplicity = 1
Relative energy (zero: lowest compared OMol25 entry of this formula, charge and spin) = 383.5 kJ/mol

Last column: Mulliken charge in e.
Positions of all 19 atoms, in Å:
C -1.6837 -0.4840 1.3270  -0.496
C -1.3499 -1.1794 0.1887  -0.403
C -1.1885 0.7708 1.4594  -0.548
C -0.5315 -0.6355 -0.7832  -0.360
C -0.3599 1.3635 0.5058  -0.293
C 0.0021 0.6686 -0.6016  0.666
C 2.6770 -0.9837 -1.0525  -0.745
N 1.3353 2.4438 -1.6865  -0.560
N 0.6913 1.2204 -1.6462  -0.276
Br 3.1806 -0.3084 0.6591  -0.099
H -2.2294 -0.8891 2.2265  0.319
H -1.8755 -2.0505 -0.1440  0.374
H -1.7157 1.3536 2.1471  0.384
H 0.0079 -1.2666 -1.4945  0.417
H 0.2099 2.2679 0.7444  0.279
H 2.6778 -0.3370 -1.8979  0.467
H 2.3249 -2.0088 -1.0321  0.373
H 0.7487 3.1657 -1.2978  0.219
H 1.5203 2.5875 -2.6825  0.282


# 2
Entry from the Open Molecules 2025 dataset: an isolated molecule of C3H6Cl2O (the ωB97M-V functional and the def2-TZVPD basis).

Computed properties:
Orbital gap = 11.3 eV
Spin multiplicity = 1
Relative energy (zero: lowest compared OMol25 entry of this formula, charge and spin) = 90.9 kJ/mol

Last column: Mulliken charge in e.
Positions of all 12 atoms, in Å:
C -2.1666 0.4485 0.1444  -0.451
C -0.8363 -0.3464 -0.2941  -0.626
C 0.5657 0.0351 0.2998  0.066
H -3.4053 -0.9137 0.6486  0.309
H -2.0691 0.6447 1.2611  0.262
H -2.2990 1.4692 -0.3267  0.294
H -0.9461 -1.2311 0.2448  0.302
H -0.7808 -0.4656 -1.3206  0.400
H 0.4257 0.2040 1.3955  0.273
O -3.3102 -0.3691 -0.1559  -0.491
Cl 1.2871 1.5344 -0.0810  -0.154
Cl 1.6646 -1.3919 -0.0106  -0.184


# 3
Entry from the Open Molecules 2025 dataset: a cluster of 2 separate species, C7H15N2S in total (the ωB97M-V functional and the def2-TZVPD basis).

Computed properties:
Orbital gap (alpha / beta) = 8.0 / 8.0 eV
Total charge = +1
<S²> = 2.01
Spin multiplicity = 3
Relative energy (zero: lowest compared OMol25 entry of this formula, charge and spin) = 54.6 kJ/mol

Last column: Löwdin spin population.
Positions of all 25 atoms, in Å:
C 2.2575 0.1595 -0.0162  0.548
C -0.1729 2.6027 -0.4858  0.072
C -0.6297 2.2414 0.8877  0.089
C -0.1506 1.1905 -0.0416  0.636
C -1.0942 -1.4653 1.3697  0.002
C -0.8817 -2.4611 -0.8396  0.002
C -0.9359 -0.0050 -0.6023  0.086
N 3.1190 1.1582 -0.2275  0.071
N -0.5569 -1.2965 0.0161  0.024
S 2.4690 -1.4479 0.2335  0.345
H -0.8031 2.9664 -1.3106  0.007
H 0.9104 3.0480 -0.5376  0.026
H -0.0552 2.5283 1.7849  0.016
H -1.6645 2.0435 1.1121  0.012
H -2.1355 -1.6263 1.3346  0.001
H -0.6424 -2.3390 1.9136  0.000
H -0.7636 -0.5969 1.9213  0.000
H -1.8956 -2.3494 -1.2609  0.001
H -0.2723 -2.3786 -1.7541  0.000
H -0.7572 -3.4112 -0.4275  0.000
H -0.7810 -0.1826 -1.7650  0.000
H -2.0661 0.0967 -0.4743  0.023
H 2.8664 1.9557 -0.7066  0.007
H 4.1331 1.1057 -0.2084  0.020
H 0.5030 -1.5367 0.0845  0.014


# 4
Entry from the Open Molecules 2025 dataset: an isolated molecule of C5H8 (the ωB97M-V functional and the def2-TZVPD basis).

Computed properties:
Orbital gap = 10.6 eV
Spin multiplicity = 1
Relative energy (zero: lowest compared OMol25 entry of this formula, charge and spin) = 134.6 kJ/mol

Last column: Mulliken charge in e.
Positions of all 13 atoms, in Å:
C 0.6333 -0.1663 1.1608  -0.130
C 1.5834 0.4087 1.9006  -0.825
C 0.2360 0.2465 -0.1977  -0.099
C -1.0052 -0.3848 -0.7928  -0.147
C -1.4972 -0.1750 -1.9924  -0.818
H -0.0542 -0.8444 1.6774  0.184
H 1.8570 0.0188 2.8692  0.293
H 2.2719 1.0655 1.3730  0.268
H -0.0487 1.3066 -0.1579  0.249
H 1.1107 0.0854 -0.8366  0.293
H -1.4858 -1.0621 -0.0867  0.215
H -2.3367 -0.6679 -2.4678  0.273
H -0.9616 0.3050 -2.8166  0.243


# 5
Entry from the Open Molecules 2025 dataset: an isolated molecule of C4H13N2PS (the ωB97M-V functional and the def2-TZVPD basis).

Computed properties:
Orbital gap (alpha / beta) = 5.9 / 6.7 eV
<S²> = 2.01
Spin multiplicity = 3

Last column: Löwdin spin population.
Positions of all 21 atoms, in Å:
C 0.8534 -0.1466 -2.5033  0.002
C -2.0728 -1.4215 1.8743  0.001
C 0.8872 -0.6091 -1.0329  0.015
C -0.8277 -1.4504 1.0467  0.010
N 0.2727 2.4021 0.6940  0.660
N 0.2790 1.0932 1.0351  0.315
P -0.5754 0.0433 -0.0528  0.031
S 1.6869 2.9117 -0.4974  0.865
H -0.1569 -0.4408 -2.9022  0.000
H 1.0085 0.8853 -2.6155  0.001
H 1.7160 -0.6643 -3.1078  0.001
H -1.8062 -1.3007 2.8837  0.000
H -2.6921 -0.6181 1.4723  0.000
H -2.5727 -2.3242 1.7349  0.000
H 1.8243 -0.3202 -0.6109  0.002
H 1.0146 -1.6869 -1.1525  0.001
H -0.8520 -2.0655 0.2104  0.001
H 0.0576 -1.6639 1.6111  0.000
H 0.4477 3.1092 1.4805  0.022
H 0.7224 3.4436 -1.3932  0.051
H 0.7855 0.8238 1.8257  0.022


# 6
Entry from the Open Molecules 2025 dataset: a cluster of 10 separate species, H20O10 in total (the ωB97M-V functional and the def2-TZVPD basis).

Computed properties:
Orbital gap = 9.7 eV
Spin multiplicity = 1
Relative energy (zero: lowest compared OMol25 entry of this formula, charge and spin) = 351.2 kJ/mol

Last column: Mulliken charge in e.
Positions of all 30 atoms, in Å:
O -0.1348 -2.6831 -0.9581  -0.809
H -0.7548 -2.4711 -1.6741  0.310
H 0.2422 -3.5041 -1.2161  0.273
O -0.0258 2.4109 -0.2501  -0.609
H -0.3218 2.1159 -1.0991  0.222
H -0.3548 3.3309 -0.1691  0.290
O -2.8778 2.1659 1.0219  -0.627
H -3.0518 2.6379 1.8609  0.273
H -2.5258 1.2939 1.2559  0.366
O -0.1818 3.0289 2.6459  -0.655
H -0.3588 2.6949 1.7349  0.296
H -1.0318 3.4889 2.7989  0.357
O -2.2968 -2.4141 0.4039  -0.630
H -1.4568 -2.4941 -0.0901  0.486
H -2.7388 -3.1801 -0.0151  0.278
O -1.1728 0.4099 2.2509  -0.735
H -0.4128 0.0559 1.7719  0.507
H -0.8228 1.1939 2.7389  0.386
O 2.8922 1.2599 0.3789  -0.616
H 2.8082 1.7889 1.1589  0.295
H 2.3332 0.5019 0.5019  0.325
O 0.5402 -0.3611 0.4229  -0.659
H 0.0732 0.4159 0.1129  0.304
H 0.2492 -1.1141 -0.0811  0.369
O 3.2262 -2.4411 -2.0141  -0.609
H 3.3642 -3.3391 -2.3261  0.323
H 2.3602 -2.4441 -1.5361  0.277
O 1.0772 -0.5161 -3.3231  -0.572
H 1.0932 -1.4731 -3.4101  0.306
H 0.2602 -0.3601 -2.8981  0.279


# 7
Entry from the Open Molecules 2025 dataset: an isolated molecule of C4H10N2O (the ωB97M-V functional and the def2-TZVPD basis).

Computed properties:
Orbital gap = 10.5 eV
Spin multiplicity = 1
Relative energy (zero: lowest compared OMol25 entry of this formula, charge and spin) = 39.3 kJ/mol

Last column: Mulliken charge in e.
Positions of all 17 atoms, in Å:
C -0.4195 -1.0686 0.4168  -0.756
N 0.7677 -0.2246 0.6377  -0.254
C 1.6740 -0.0941 -0.4051  0.528
N 2.7870 0.7199 -0.0968  -0.516
O 1.5576 -0.6025 -1.4901  -0.586
C -1.7188 -0.2848 0.4357  -0.397
C -1.7345 0.7869 -0.6445  -1.010
H -0.2635 -1.6897 -0.4565  0.389
H -0.3958 -1.8160 1.2193  0.308
H 0.7182 0.6064 1.2031  0.274
H 2.9459 0.8133 0.8953  0.241
H 3.5871 0.3473 -0.5791  0.272
H -1.8217 0.1819 1.4200  0.293
H -2.5338 -0.9855 0.3378  0.325
H -1.4428 1.7628 -0.2581  0.277
H -2.6639 0.9695 -1.1769  0.341
H -1.0433 0.5778 -1.4587  0.271


# 8
Entry from the Open Molecules 2025 dataset: a structure of composition C17H25ClFeGeN3O2S2 (the ωB97M-V functional and the def2-TZVPD basis).

Computed properties:
Orbital gap (alpha / beta) = 5.9 / 5.8 eV
Total charge = -1
<S²> = 6.31
Spin multiplicity = 5
Relative energy (zero: lowest compared OMol25 entry of this formula, charge and spin) = 42.7 kJ/mol

Last column: Löwdin spin population.
Positions of all 52 atoms, in Å:
Fe -0.1591 0.3169 0.5127  3.445
S -2.0821 -3.2635 -2.0454  0.001
C -1.1570 -1.8662 -1.5740  0.011
N -1.4370 -1.3667 -0.4241  0.030
C -2.4646 -2.0573 0.1882  0.003
C -3.0388 -1.7544 1.4255  0.000
C -4.0468 -2.5640 1.9052  0.000
C -4.5130 -3.6591 1.1724  0.000
C -3.9761 -3.9609 -0.0660  0.000
C -2.9533 -3.1540 -0.5445  0.002
H -0.3924 -1.4696 -2.2275  0.008
H -2.6829 -0.8851 1.9661  0.000
H -4.4916 -2.3448 2.8676  0.000
H -5.3125 -4.2724 1.5684  0.000
H -4.3491 -4.7944 -0.6471  0.000
C 3.6921 1.6373 -2.5305  0.008
Ge 1.8483 1.6828 -1.7387  0.090
C 1.8054 3.4099 -0.7803  0.002
C 0.6614 1.7644 -3.3426  0.027
C 1.4284 0.1915 -0.6029  0.562
H 3.8303 2.5138 -3.1700  0.001
H 3.8622 0.7450 -3.1375  0.000
H 4.4573 1.6653 -1.7515  0.000
H 1.7762 4.2594 -1.4670  0.000
H 2.6878 3.5187 -0.1448  0.000
H 0.9212 3.4407 -0.1463  0.000
H 0.7580 2.7190 -3.8660  0.003
H -0.3728 1.6354 -3.0215  0.000
H 0.9083 0.9633 -4.0437  0.000
H 1.8613 -0.7540 -0.9553  0.049
Cl -2.5628 4.9774 -0.3774  0.000
C -2.3050 3.6173 -1.5051  0.002
C -2.3154 2.2817 -0.7228  0.007
O -3.3942 1.7296 -0.5257  0.003
O -1.1542 1.8963 -0.3763  0.053
H -1.3418 3.7751 -1.9807  0.000
H -3.1169 3.6351 -2.2259  0.000
C 2.7760 0.8661 2.3532  0.012
N 2.1302 -0.4033 2.5831  -0.062
C 2.8088 -1.5929 2.1038  0.000
C 1.7329 -2.6646 2.2519  -0.005
N 0.5158 -1.8948 2.0328  -0.037
C 0.7685 -0.5193 2.2521  -0.184
S -0.4459 0.5189 2.9014  -0.039
H 3.7585 0.8642 2.8288  0.001
H 2.1592 1.6482 2.7946  0.000
H 2.8662 1.0682 1.2757  0.013
H 3.6909 -1.7941 2.7142  0.000
H 3.1074 -1.4870 1.0505  0.002
H 1.7596 -3.1101 3.2539  -0.002
H 1.8320 -3.4588 1.5094  0.000
H -0.3387 -2.2502 2.4295  -0.005


# 9
Entry from the Open Molecules 2025 dataset: an isolated molecule of C3H5Cl (the ωB97M-V functional and the def2-TZVPD basis).

Computed properties:
Orbital gap = 11.4 eV
Spin multiplicity = 1
Relative energy (zero: lowest compared OMol25 entry of this formula, charge and spin) = 110.6 kJ/mol

Last column: Mulliken charge in e.
Positions of all 9 atoms, in Å:
C 0.2883 0.0961 0.7515  -0.579
C 0.1420 0.1948 -0.7711  -0.684
C -1.0216 0.3904 0.1078  0.184
Cl -1.7748 1.8858 0.4337  -0.191
H 0.6644 -0.7115 1.4376  0.243
H 0.6543 1.0752 1.0507  0.250
H 0.5685 0.9518 -1.2160  0.291
H 0.1066 -0.6834 -1.3263  0.228
H -1.6812 -0.5833 -0.1032  0.257


no.,F_max (eV Å⁻¹)
1,2.3
2,3.5
3,3.8
4,2.1
5,4.4
6,1.7
7,1.5
8,0.7
9,5.0